Entry 1
16
Properties=species:S:1:pos:R:3 method="wB97M-V/def2-TZVPD" homo_ev=-10.0 spin_multiplicity=1 homo_lumo_gap_ev=10.223 lumo_energy_ev=0.176
C 1.27394 0.66623 1.93096
C 0.68746 0.17147 0.68851
C 1.73528 -0.22438 -0.36169
N -3.29518 -0.39910 -0.83197
O -1.51269 0.94296 -2.02474
O -1.03413 -1.57827 -1.93787
O -0.48889 0.14117 0.43214
P -1.85641 -0.48943 -1.44089
H 0.87167 1.19057 2.69682
H 2.25783 1.05764 1.84160
H 2.73766 -0.00459 -0.04383
H 1.65567 -1.34347 -0.47003
H 1.23101 0.12792 -1.33997
H -3.65373 -1.29766 -0.46444
H -2.29387 1.30670 -1.50855
H 1.68439 -0.26776 2.83395

***

Entry 2
16
Properties=species:S:1:pos:R:3 method="wB97M-V/def2-TZVPD" homo_ev=-9.3 spin_multiplicity=1 homo_lumo_gap_ev=10.053 lumo_energy_ev=0.716
C -0.06350 1.21494 -0.10981
C 0.04456 0.96460 1.35931
C -0.78238 0.11670 -0.77282
N -0.17918 -0.70046 -1.52840
O 2.62508 -1.65661 2.74328
O 0.90819 -2.17771 0.49168
O 1.20784 0.26484 1.69343
P 1.26006 -1.28016 2.50245
H -0.65065 2.04389 -0.23166
H 0.94770 1.24090 -0.63002
H 0.03054 1.97453 1.73100
H -0.78830 0.39403 1.78112
H -1.88232 -0.03325 -0.65371
H -0.50921 -1.44325 -2.09525
H 1.86830 -2.41498 0.21366
H 0.48763 -1.58291 -0.16125

***

Stability check: which of them is least stable? entry 1.

***

Entry 1
11
Properties=species:S:1:pos:R:3 method="wB97M-V/def2-TZVPD" homo_ev=-15.4 charge=+1 spin_multiplicity=1 homo_lumo_gap_ev=10.140 lumo_energy_ev=-5.275
C -0.71127 0.22818 -0.05902
C 1.16807 -1.32748 0.06311
N -1.22877 2.13088 0.08722
N 0.52993 -0.05952 0.13326
Cl -1.93738 -0.79986 0.03530
H 1.52620 -1.75690 0.95968
H 2.06827 -1.49956 -0.44733
H 0.57321 -2.12894 -0.44076
H -2.30653 2.10470 0.14484
H -0.98348 2.54231 -0.76240
H 1.30175 0.56619 0.28608

***

Entry 2
11
Properties=species:S:1:pos:R:3 method="wB97M-V/def2-TZVPD" homo_ev="-14.8 / -14.8" charge=+1 spin_multiplicity=1 homo_lumo_gap_ev="8.499 / 8.861" lumo_energy_ev="-6.320 / -5.958"
C 0.30420 1.24484 1.01819
C -0.91303 -1.15322 -0.20709
N 0.32442 -0.57798 -0.45943
N 0.73931 2.37489 0.58576
Cl -0.29851 0.96000 2.54849
H -0.97846 -2.01435 -0.89677
H -1.23555 -1.49252 0.83830
H -1.63742 -0.38838 -0.76190
H 1.18209 -0.85377 -0.10218
H 0.66208 2.46065 -0.41119
H 0.59611 3.05756 1.38035

***

Entry 3
11
Properties=species:S:1:pos:R:3 method="wB97M-V/def2-TZVPD" homo_ev=-14.3 charge=+1 spin_multiplicity=1 homo_lumo_gap_ev=9.915 lumo_energy_ev=-4.364
C 0.76248 0.22859 0.40159
C -1.19505 -1.05390 -0.42207
N 1.57828 1.23228 0.31731
N -0.31537 0.09612 -0.35485
Cl -0.47199 -2.51951 0.12658
H 1.01360 -0.77691 0.83809
H -2.25744 -0.56064 0.67721
H -1.90457 -1.10116 -1.33109
H 2.27604 1.45257 0.92867
H 1.08400 2.00237 -0.21105
H -0.56999 1.00020 -0.97040

***

Stability check: which of them is least stable? entry 2.